# 1
# C59H66N4O4PSSc

A structure of composition C59H66N4O4PSSc at a distorted geometry (ωB97M-V/def2-TZVPD, the Open Molecules 2025 dataset).

charge = 0
maximum force = 3.3 eV Å⁻¹
E_HOMO = -7.617 eV
energy = -4308.05262 a.u.

```
136
C59H66N4O4PSSc (ωB97M-V/def2-TZVPD)
Sc 0.0610 -2.7034 -1.8164
C 1.7535 -4.0936 -0.7580
C 0.9147 -3.4693 0.2726
C -0.3431 -4.2784 0.2346
C -0.2742 -5.1264 -0.9452
C 1.0569 -5.1000 -1.4071
C 1.6518 -6.1816 -2.2541
C 1.3796 -5.8451 -3.7691
C 1.0583 -7.5384 -1.9988
C 3.1594 -6.2467 -1.9783
C -1.4424 -4.6008 1.2789
C -2.4284 -5.5908 0.6078
C -0.8909 -5.2800 2.5102
C -2.2529 -3.3923 1.7600
C 1.4976 -2.6151 1.3644
C 2.3349 -3.4487 2.3268
C 0.4580 -1.7398 2.1158
C 2.6202 -1.7595 0.7328
H 2.8310 -3.8523 -0.9341
H -1.0903 -5.6880 -1.3710
H 0.3350 -5.9930 -4.1073
H 2.0120 -6.5250 -4.3152
H 1.6185 -4.8352 -4.0079
H -0.0069 -7.5570 -2.2938
H 1.0462 -7.8496 -0.9299
H 1.5931 -8.3751 -2.5915
H 3.5940 -5.2839 -2.0582
H 3.7474 -6.9220 -2.6113
H 3.3593 -6.6221 -0.9418
H -1.9203 -6.5329 0.3003
H -2.8708 -5.0808 -0.2457
H -3.2973 -5.8950 1.2809
H -0.0834 -6.0361 2.3086
H -1.6833 -5.8004 3.1104
H -0.4419 -4.5532 3.2346
H -1.8096 -2.9332 2.6900
H -3.2894 -3.6643 2.0431
H -2.2070 -2.6821 0.8914
H 1.7632 -4.1854 2.8859
H 2.8396 -2.8174 3.0582
H 3.1317 -4.0414 1.8177
H -0.0999 -2.4452 2.8103
H -0.1364 -1.3040 1.2814
H 0.8810 -0.9192 2.7165
H 3.5305 -2.3146 0.4090
H 2.8415 -1.0068 1.5254
H 2.4108 -1.0690 -0.1030
N 4.3742 4.8746 1.0525
P 2.9071 4.1037 1.4214
C 3.0924 4.1922 3.2316
C 3.2804 5.4129 3.9440
C 3.4379 5.2610 5.3361
C 3.4380 4.0035 5.9520
C 3.3305 2.8877 5.2238
C 3.1643 2.9392 3.8259
C 1.8377 5.5553 1.1510
C 0.7554 5.7295 2.0146
C 0.0096 6.8872 2.0750
C 0.4258 7.9306 1.2542
C 1.4722 7.7829 0.3649
C 2.0633 6.5382 0.1894
C 5.3919 4.1212 0.5173
C 6.5995 4.6797 0.1082
C 7.6158 3.7714 -0.1826
C 7.4052 2.4309 -0.2409
C 6.1367 1.9920 0.1394
N 5.1349 2.7859 0.5637
H 4.3462 5.8608 0.9830
H 3.1929 6.4058 3.5083
H 3.3334 6.0964 5.9896
H 3.5020 3.9859 7.0380
H 3.2954 1.9404 5.7456
H 3.0034 1.9933 3.2871
H 0.5178 4.8690 2.6771
H -0.8632 6.9203 2.7250
H -0.1806 8.8432 1.3475
H 1.8806 8.6056 -0.2506
H 2.7977 6.3716 -0.6342
H 6.7015 5.7658 0.0273
H 8.6006 4.1723 -0.3464
H 8.1115 1.6806 -0.5536
H 5.8691 0.9136 0.0444
C 3.9480 -1.6862 -2.3967
C 3.6777 -0.2716 -2.1879
C 2.4916 0.2788 -2.6299
C 1.4514 -0.5316 -3.2299
C 1.6330 -1.9271 -3.2792
C 2.9060 -2.4449 -2.9630
C 0.2639 0.1021 -3.8735
C -0.6876 -0.7347 -4.5716
C -1.7593 -0.1142 -5.2077
C -1.9142 1.2914 -5.0309
C -2.9753 2.0497 -5.6116
C -3.0190 3.4345 -5.5419
C -2.1567 4.1126 -4.6268
C -1.1595 3.4200 -4.0187
C -0.9627 2.0394 -4.2534
N 0.0434 1.3891 -3.6435
H 4.8282 -2.1325 -1.8578
H 4.3943 0.3955 -1.8072
H 2.3517 1.3625 -2.5240
H 3.1094 -3.4730 -3.1892
H -0.5193 -1.8401 -4.6604
H -2.5513 -0.6898 -5.7353
H -3.7474 1.5835 -6.1802
H -3.7022 4.0613 -6.1109
H -2.1959 5.1806 -4.5256
H -0.4866 3.8840 -3.3137
C -8.1470 4.2489 3.6857
C -7.6405 3.0111 3.0266
C -8.1329 1.6908 3.2135
C -7.3698 0.6492 2.7652
C -6.1893 0.8660 1.9800
C -5.7974 2.1847 1.6804
C -6.4850 3.2201 2.2682
S -5.2021 -0.4537 1.2820
O -5.8515 -1.6588 1.7621
O -3.7671 -0.2489 1.5090
N -5.4468 -0.3044 -0.4240
C -4.6281 -1.1296 -1.3880
C -3.2058 -0.5460 -1.5446
C -2.0649 -1.4802 -1.5367
O -2.0878 -2.6390 -2.0926
O -0.9467 -1.0620 -1.0023
H -7.4290 5.0658 3.6273
H -8.3992 4.1233 4.7976
H -9.0743 4.6492 3.2413
H -9.0710 1.6058 3.7807
H -7.8417 -0.3271 2.7844
H -4.9156 2.4319 1.0438
H -6.1212 4.2579 2.2134
H -6.4628 -0.3279 -0.6023
H -5.0846 -0.9829 -2.3913
H -4.5491 -2.1639 -1.0322
H -3.0743 0.1907 -0.7679
H -3.1693 -0.1198 -2.5684
```

Löwdin population analysis, charges in e, atoms 1 to 5:
1 Sc 1.13
2 C -0.10
3 C -0.19
4 C -0.10
5 C -0.06

# 2
# C59H67BrN4O19P2S

A cluster of 7 separate species, C59H67BrN4O19P2S in total at a distorted geometry (ωB97M-V/def2-TZVPD, the Open Molecules 2025 dataset).

charge = 0
maximum force = 5.9 eV Å⁻¹
E_HOMO = -8.337 eV
energy = -7591.16299 a.u.

```
153
C59H67BrN4O19P2S (ωB97M-V/def2-TZVPD)
C 2.1635 0.1517 4.2038
C 2.0902 -0.5576 2.7352
O 0.7026 -0.7359 2.4482
C 0.3656 -1.8045 1.5542
C 1.5146 -1.7959 0.3858
C 1.0278 -2.9560 -0.7895
C 2.2644 -3.3825 -1.8728
O 1.6709 -4.3053 -0.6708
O -0.8194 -1.6049 0.8054
C -2.0275 -1.2162 1.4569
P -3.2825 -2.4492 0.6155
O -2.7180 -2.9125 -0.7688
C -2.4408 0.2401 0.8895
C -3.3246 1.2133 1.7579
C -4.9076 0.9826 1.8174
S -5.7651 0.7058 0.1979
C -6.9489 -0.6837 0.5850
N -7.7933 -0.8694 1.7229
N -8.4084 -2.0849 1.5006
C -7.9403 -2.6331 0.2511
O -6.9990 -1.7334 -0.3577
N -1.1882 0.8567 0.2956
C -0.5788 1.8925 1.1501
C 1.0001 2.1445 0.8905
C 1.2718 3.6728 0.4095
N 2.1769 4.0306 -0.7010
O 0.7311 4.6443 1.0209
C -1.3675 1.2832 -1.1083
C -2.5460 2.3578 -1.3736
C -1.3970 0.0565 -2.1886
C -2.8453 -0.2149 -2.8141
P -2.2258 -1.6178 3.2842
C -4.0743 -1.8470 3.7781
O -1.7747 -0.2758 4.3126
C 0.5504 -3.3050 2.1946
Br 0.7147 -3.3584 4.1705
C -0.6356 -4.3171 1.7899
C -0.1007 -5.8559 1.8536
H 2.1352 -0.7184 4.9651
H 3.1440 0.7030 4.3793
H 1.2278 0.7747 4.4080
H 2.6782 0.1180 2.0296
H 2.6675 -1.5506 2.8723
H 1.5930 -0.8050 -0.1574
H 2.4892 -2.2831 0.6934
H -0.0861 -2.8681 -1.2305
H 2.4870 -4.3946 -2.3306
H 1.4789 -3.1427 -2.7179
H -4.5365 -1.8187 0.3458
H -3.3862 -3.6146 1.4475
H -3.0695 0.0311 -0.0661
H -2.9831 1.4029 2.8412
H -3.2434 2.2649 1.2729
H -5.3360 1.9838 2.2151
H -5.2753 0.2019 2.5559
H -8.2412 -3.6403 -0.2124
H -1.0918 2.9015 0.8957
H -0.6969 1.7635 2.2739
H 1.4161 1.4286 0.1082
H 1.5446 2.0760 1.9084
H 3.1584 3.9345 -0.3894
H 1.9941 3.4862 -1.5541
H -0.4016 1.8556 -1.4023
H -2.5126 3.2646 -0.6818
H -3.6009 1.9121 -1.2700
H -2.4521 2.7334 -2.4604
H -0.9088 -0.8399 -1.6856
H -0.7095 0.3306 -3.0787
H -3.2247 0.6386 -3.4945
H -3.6510 -0.5109 -2.0579
H -2.7452 -1.1230 -3.5242
H -4.7958 -1.8150 2.9016
H -4.1812 -2.8606 4.3182
H -4.4133 -1.0508 4.5322
H -1.1448 0.3099 3.8432
H 1.5110 -3.8134 1.8022
H -0.9502 -4.1668 0.6862
H -1.5480 -4.2668 2.4695
H 0.6563 -6.0096 2.6909
H -1.0083 -6.5482 1.9149
H 0.3730 -6.0609 0.8186
O -7.2188 -1.9478 -5.7420
C -8.2559 -1.9019 -5.1085
C -8.2543 -1.6643 -3.6491
C -9.3922 -1.6163 -2.9550
C -10.7031 -1.7968 -3.6146
O -11.7404 -1.7508 -2.9807
C -10.7046 -2.0343 -5.0738
C -9.5669 -2.0824 -5.7681
H -7.2860 -1.5334 -3.1813
H -9.4096 -1.4439 -1.8858
H -11.6727 -2.1652 -5.5412
H -9.5496 -2.2546 -6.8370
O 5.5310 3.8433 -0.3152
C 5.9055 3.2227 0.6658
C 7.2769 3.3858 1.1942
C 7.6891 2.7057 2.2655
C 6.7940 1.7638 2.9692
O 7.1706 1.1454 3.9479
C 5.4233 1.6015 2.4410
C 5.0092 2.2793 1.3713
H 7.9146 4.0770 0.6689
H 8.6876 2.8110 2.6656
H 4.7816 0.9076 2.9685
H 4.0076 2.1722 0.9721
O -8.1397 -4.1443 5.1866
C -9.3465 -3.9909 5.2320
C -10.1055 -4.2404 6.4761
C -11.4277 -4.0744 6.5246
C -12.1908 -3.6323 5.3376
O -13.3970 -3.4792 5.3837
C -11.4318 -3.3828 4.0939
C -10.1093 -3.5489 4.0451
H -9.5317 -4.5628 7.3363
H -11.9995 -4.2531 7.4267
H -12.0056 -3.0604 3.2338
H -9.5376 -3.3699 3.1430
O 5.7310 -0.1132 -0.8716
C 5.7324 -0.6313 -1.9728
C 5.1837 0.0743 -3.1493
C 5.1820 -0.4919 -4.3566
C 5.7304 -1.8485 -4.5694
O 5.7304 -2.3640 -5.6716
C 6.2792 -2.5542 -3.3915
C 6.2806 -1.9876 -2.1844
H 4.7862 1.0674 -2.9760
H 4.7832 0.0101 -5.2295
H 6.6759 -3.5469 -3.5642
H 6.6788 -2.4891 -1.3112
O 6.2716 5.4667 -7.9451
C 5.7160 4.9078 -7.0190
C 6.4824 4.3756 -5.8722
C 5.8724 3.7610 -4.8581
C 4.4046 3.5872 -4.8366
O 3.8489 3.0274 -3.9090
C 3.6379 4.1191 -5.9829
C 4.2477 4.7337 -6.9971
H 7.5563 4.5120 -5.9033
H 6.4178 3.3647 -4.0105
H 2.5640 3.9826 -5.9515
H 3.7021 5.1300 -7.8443
O 14.7000 5.8911 0.3864
C 13.5684 5.4818 0.5591
C 12.4389 5.9806 -0.2544
C 11.1977 5.5325 -0.0627
C 10.8985 4.5175 0.9694
O 9.7635 4.1070 1.1426
C 12.0272 4.0187 1.7828
C 13.2686 4.4665 1.5914
H 12.6755 6.7231 -1.0063
H 10.3588 5.8871 -0.6485
H 11.7905 3.2761 2.5348
H 14.1072 4.1118 2.1773
```

Löwdin population analysis, charges in e, atoms 1 to 5:
1 C -0.06
2 C -0.27
3 O -0.16
4 C -0.47
5 C 0.00

# 3
# C59H73F13N11O5

A cluster of 9 separate species, C59H73F13N11O5 in total at a distorted geometry (ωB97M-V/def2-TZVPD, the Open Molecules 2025 dataset).

charge = +1
maximum force = 7.8 eV Å⁻¹
E_HOMO = -9.096 eV
energy = -4567.87027 a.u.

```
161
C59H73F13N11O5 (ωB97M-V/def2-TZVPD)
C -3.7686 3.7092 1.1379
C -2.9415 2.7019 0.5191
C -1.4426 3.0403 -0.0573
O -1.6491 3.3897 -1.4326
C -0.5014 3.1535 -2.3100
C 0.5810 4.2861 -1.9380
C 0.9662 5.3548 -3.0761
C 1.6307 4.8095 -4.4221
O -0.1178 6.3030 -3.3922
N -1.1309 3.4043 -3.6759
C -2.2892 4.0367 -3.5080
O -3.3550 4.6648 -3.4979
C 0.0591 1.6039 -2.1965
C -0.9743 0.5474 -2.9205
C -2.5337 0.7311 -2.6754
C -3.2435 -0.7137 -2.9688
F -2.6295 -1.7658 -3.7209
C -4.5989 -0.8306 -2.4388
F -4.9226 -0.8640 -1.0541
F -5.7152 -0.8683 -3.3588
C 1.2754 1.5779 -3.2538
C 2.7379 1.9621 -2.8962
O 3.3614 2.1692 -1.8350
F 3.6188 2.0423 -4.0689
N 0.3998 1.2223 -0.7680
C 0.8006 -0.1858 -0.5123
F 1.5067 -0.8540 -1.5574
F 1.8198 -0.1301 0.5353
C -0.2713 -1.2401 0.0313
F -0.2087 -1.1561 1.4879
F -1.6344 -1.0012 -0.2936
C 0.0718 -2.8057 -0.2667
F 1.4262 -3.1489 0.1290
F -0.1860 -3.1639 -1.6506
C -0.8396 -3.8387 0.5895
F -0.4139 -3.9637 1.9640
F -2.2373 -3.6848 0.4357
F -0.5368 -5.1410 0.0194
C -0.4269 1.8764 0.3290
C 0.5126 2.4692 1.5495
C 0.1485 1.8254 2.9990
C -1.3461 2.1023 3.5240
C -2.1535 0.7076 3.4326
N -3.3378 0.6087 4.3522
C -4.3994 1.5681 3.8475
C -3.9407 -0.7576 4.2227
C -5.4275 -1.1151 4.7961
O -3.3515 -1.7247 3.6158
H -3.2963 4.3788 1.9432
H -4.8847 3.8546 0.9017
H -3.3776 1.6418 0.4102
H -1.2367 4.0663 0.4659
H 0.1281 4.9713 -1.1054
H 1.5468 3.8792 -1.4240
H 1.7761 6.0372 -2.5839
H 1.8163 5.7443 -5.0963
H 0.9440 4.1312 -5.0705
H 2.6715 4.3656 -4.2354
H -0.4555 6.0292 -4.2891
H -0.8356 0.6730 -4.0730
H -0.6987 -0.5515 -2.7282
H -2.8784 1.0073 -1.6205
H -2.9835 1.4141 -3.5030
H 1.0117 2.1475 -4.2383
H 1.3463 0.4815 -3.6622
H 1.3131 1.7475 -0.6249
H -1.0903 1.1210 0.9192
H 1.6351 2.2290 1.4086
H 0.4497 3.6014 1.6733
H 0.4584 0.7076 3.0853
H 0.8569 2.3723 3.7474
H -1.2517 2.3362 4.6627
H -1.8767 3.0072 3.0676
H -2.5517 0.4580 2.3688
H -1.4039 -0.1137 3.7768
H -5.3360 1.5922 4.5348
H -4.6522 1.2263 2.7726
H -4.0253 2.6655 3.8173
H -6.1713 -0.9788 3.9098
H -5.6628 -0.3920 5.6528
H -5.4825 -2.2277 5.0796
N 0.6489 -4.3484 -7.0957
C 1.2524 -4.6706 -5.9099
C 0.5278 -4.0943 -4.8946
C -0.5566 -3.4032 -5.4900
C -0.4577 -3.5801 -6.8491
H 0.9689 -4.6330 -8.0084
H 2.1440 -5.2793 -5.8908
H 0.7531 -4.1637 -3.8399
H -1.3250 -2.8394 -4.9811
H -1.0769 -3.2254 -7.6598
N -1.4420 -8.1161 -3.4190
C -2.1554 -8.8613 -2.5181
C -2.6224 -8.0142 -1.5424
C -2.1793 -6.7089 -1.8696
C -1.4557 -6.8018 -3.0342
H -0.9798 -8.4783 -4.2380
H -2.2676 -9.9275 -2.6479
H -3.2182 -8.3023 -0.6884
H -2.3693 -5.8021 -1.3156
H -0.9498 -6.0484 -3.6200
N 4.9829 -5.3612 -5.1773
C 4.5506 -4.3200 -4.3995
C 5.3447 -3.2315 -4.6686
C 6.2872 -3.6291 -5.6493
C 6.0383 -4.9469 -5.9462
H 4.5860 -6.2878 -5.1837
H 3.7183 -4.4437 -3.7223
H 5.2562 -2.2566 -4.2111
H 7.0619 -3.0186 -6.0899
H 6.5207 -5.6242 -6.6354
N 4.4053 7.0116 -6.8774
C 3.5273 6.4683 -7.7782
C 3.2667 7.4144 -8.7398
C 4.0192 8.5687 -8.4108
C 4.7141 8.2904 -7.2588
H 4.7680 6.5433 -6.0621
H 3.1638 5.4585 -7.6565
H 2.6083 7.2887 -9.5871
H 4.0497 9.5005 -8.9568
H 5.3990 8.8907 -6.6784
N -4.2385 -2.1596 8.2446
C -4.9042 -3.2014 8.8340
C -5.7111 -2.6861 9.8199
C -5.5303 -1.2812 9.8219
C -4.6183 -0.9842 8.8375
H -3.5736 -2.2442 7.4915
H -4.7456 -4.2170 8.5029
H -6.3606 -3.2576 10.4671
H -6.0142 -0.5655 10.4711
H -4.2069 -0.0406 8.5095
N 0.1646 3.9228 7.6019
C 1.3563 4.0298 8.2686
C 1.6751 2.7905 8.7691
C 0.6409 1.9014 8.3857
C -0.2761 2.6268 7.6641
H -0.3131 4.6790 7.1375
H 1.8724 4.9763 8.3306
H 2.5561 2.5505 9.3465
H 0.5747 0.8469 8.6120
H -1.2025 2.3339 7.1919
N 10.0295 -2.9540 -6.9370
C 9.7964 -4.0910 -6.2097
C 10.1215 -5.1706 -6.9948
C 10.5729 -4.6665 -8.2398
C 10.5080 -3.2959 -8.1744
H 9.8741 -2.0127 -6.6123
H 9.4189 -4.0337 -5.1996
H 10.0442 -6.2085 -6.7044
H 10.9089 -5.2428 -9.0898
H 10.7591 -2.5362 -8.8998
N -3.7810 0.4854 12.1906
C -4.4280 -0.2543 13.1443
C -4.6178 0.5456 14.2454
C -4.0703 1.8166 13.9431
C -3.5636 1.7510 12.6676
H -3.5083 0.1507 11.2793
H -4.6956 -1.2839 12.9580
H -5.0988 0.2486 15.1662
H -4.0497 2.6841 14.5869
H -3.0672 2.4934 12.0602
```

Löwdin population analysis, charges in e, atoms 1 to 5:
1 C 0.03
2 C -0.09
3 C -0.23
4 O -0.12
5 C -0.31

Per-record molar mass, g/mol: 1003.2 1310.1 1263.3